1.
Molecular formula: C21H35N3O4
Method: DFT, the ωB97M-V functional and the def2-TZVPD basis

CARTESIAN COORDINATES (ANGSTROEM)
C (-4.15440, -1.05430, 1.37420)
C (-2.86843, -0.88017, 1.11316)
C (-2.29095, -0.81284, -0.27008)
C (-1.53736, 0.49390, -0.61648)
C (-1.11011, 1.24287, 0.63232)
O (-1.74513, 2.17809, 1.08526)
N (0.01353, 0.77186, 1.22297)
C (0.47875, 1.28624, 2.48869)
C (1.24076, 2.60199, 2.32372)
C (1.36595, 0.20761, 3.10564)
O (1.78863, -0.72758, 2.44254)
N (1.67065, 0.38358, 4.40764)
C (2.51175, -0.55667, 5.12931)
C (1.75091, -1.75704, 5.69093)
C (0.67594, -1.32507, 6.68150)
C (2.73765, -2.72300, 6.33596)
C (-0.46412, 0.30799, -1.72360)
N (-1.38250, 0.95758, -2.65886)
C (-1.14803, 1.62046, -3.82894)
O (-1.90438, 2.48974, -4.21213)
C (0.08635, 1.17370, -4.60544)
C (0.70199, 2.36882, -5.32372)
C (-0.24248, 0.03663, -5.58474)
O (-1.04273, 0.58521, -6.60416)
C (1.03598, -0.73530, -6.00643)
C (0.71329, -1.78267, -4.91870)
C (-0.74106, -1.26643, -4.91281)
C (-2.30735, 1.39890, -1.61305)
H (-4.52280, -1.11367, 2.38972)
H (-4.88410, -1.14189, 0.57724)
H (-2.16568, -0.79228, 1.93666)
H (-1.58149, -1.64307, -0.36858)
H (-3.07174, -0.98055, -1.01381)
H (0.48955, -0.05568, 0.89060)
H (-0.39015, 1.45632, 3.13247)
H (1.55245, 3.00381, 3.28844)
H (2.12854, 2.44582, 1.70942)
H (0.59261, 3.32916, 1.83810)
H (1.21634, 1.12755, 4.90827)
H (3.27781, -0.90422, 4.43665)
H (3.00661, -0.01416, 5.93894)
H (1.27235, -2.25693, 4.84292)
H (1.12350, -0.80062, 7.53112)
H (-0.05746, -0.66256, 6.21868)
H (0.13711, -2.18845, 7.07352)
H (3.24782, -2.24787, 7.17854)
H (2.22709, -3.60861, 6.71547)
H (3.49689, -3.05083, 5.62404)
H (0.45679, 0.87314, -1.54824)
H (-0.21267, -0.72746, -1.96773)
H (0.80701, 0.76203, -3.89164)
H (1.05257, 3.10960, -4.60432)
H (1.54779, 2.05855, -5.93784)
H (-0.04309, 2.83944, -5.95958)
H (-1.31811, -0.12576, -7.19108)
H (0.91118, -1.15024, -7.00821)
H (1.98915, -0.20971, -5.95651)
H (0.86979, -2.82879, -5.17240)
H (1.22965, -1.57138, -3.98198)
H (-1.28272, -1.18965, -3.97195)
H (-1.35353, -1.82755, -5.62264)
H (-3.35019, 1.13737, -1.78867)
H (-2.23198, 2.46508, -1.40031)

Computed properties:
ΔE to the lowest compared entry with this formula, charge and spin, kcal/mol: 23.8
Highest occupied orbital energy, eV: -9.1
Structure (SMILES): C=CCC1(C(=O)N[C@H](C)C(=O)NCC(C)C)CN(C(=O)[C@H](C)C2(O)CCC2)C1
Electronic energy, eV: -35005.34724
E_LUMO, eV: 0.5



2.
Molecular formula: C5H8
Method: DFT, the ωB97M-V functional and the def2-TZVPD basis

CARTESIAN COORDINATES (ANGSTROEM)
C (0.33117, 2.47166, 0.19217)
C (0.06832, 1.46747, 0.86256)
C (0.05219, 0.07263, 1.10023)
C (-0.66546, -0.75924, -0.01152)
C (0.30087, -1.13737, -1.12465)
H (-0.33783, 3.28162, -0.00461)
H (0.04805, -0.39367, 2.07604)
H (1.16944, 0.50565, 1.13924)
H (-1.49557, -0.16592, -0.44164)
H (-1.12202, -1.67124, 0.40968)
H (0.74887, -0.22391, -1.52909)
H (1.09375, -1.77741, -0.72279)
H (-0.19178, -1.67026, -1.94563)

Computed properties:
ΔE to the lowest compared entry with this formula, charge and spin, kcal/mol: 83.5
Highest occupied orbital energy, eV: -9.0
Structure (SMILES): C#CCCC
Electronic energy, eV: -5310.54758
E_LUMO, eV: 1.0



3.
Molecular formula: C46H48CuGeN2P
Method: DFT, the ωB97M-V functional and the def2-TZVPD basis

CARTESIAN COORDINATES (ANGSTROEM)
Cu (1.85517, -0.85888, 0.48445)
C (3.02910, -0.77577, -4.14283)
C (3.18173, -0.30324, -2.71657)
C (2.45053, 0.82060, -2.30391)
C (1.53536, 1.47791, -3.31415)
C (2.63047, 1.32552, -1.00878)
C (2.18108, 2.71569, -0.61609)
C (3.41437, 0.60162, -0.07890)
C (3.76620, 1.23901, 1.25745)
C (4.18500, -0.50719, -0.52162)
C (5.19060, -1.08138, 0.45824)
C (4.10270, -0.92355, -1.85850)
C (5.01038, -1.99251, -2.43471)
H (1.98444, -0.76278, -4.45552)
H (3.40557, -1.78303, -4.28959)
H (3.57953, -0.11790, -4.82473)
H (2.06354, 1.67914, -4.24881)
H (1.11415, 2.41267, -2.96464)
H (0.69737, 0.81599, -3.55634)
H (1.42176, 2.70732, 0.16385)
H (1.79305, 3.28126, -1.45434)
H (3.03459, 3.27372, -0.22538)
H (4.66497, 1.85703, 1.14482)
H (3.98655, 0.49767, 2.02553)
H (2.97302, 1.88425, 1.63006)
H (4.70933, -1.43363, 1.37126)
H (5.91106, -0.30958, 0.74120)
H (5.75287, -1.91279, 0.05237)
H (5.55205, -1.59240, -3.29394)
H (4.44370, -2.85651, -2.78765)
H (5.75421, -2.34970, -1.73254)
N (0.60167, -2.65046, 2.44758)
P (-0.10033, -1.18293, 1.88369)
C (-0.12483, -0.31072, 3.49067)
C (-1.09495, -0.50381, 4.47404)
C (-0.92721, 0.06817, 5.73129)
C (0.21055, 0.80864, 6.02167)
C (1.18616, 0.99731, 5.04968)
C (1.01101, 0.44782, 3.78780)
C (-1.82334, -1.76620, 1.69690)
C (-2.91512, -0.92223, 1.89664)
C (-4.20971, -1.40276, 1.76528)
C (-4.42889, -2.73315, 1.42353)
C (-3.34893, -3.57431, 1.19846)
C (-2.05172, -3.09147, 1.32593)
C (1.60032, -3.38736, 1.84983)
C (1.93927, -4.65339, 2.33795)
C (2.94604, -5.35415, 1.71823)
C (3.57992, -4.80501, 0.60239)
C (3.17967, -3.56705, 0.17865)
N (2.21626, -2.84682, 0.79793)
H (0.16083, -3.08341, 3.24257)
H (-1.97577, -1.09889, 4.27283)
H (-1.68712, -0.07720, 6.49076)
H (0.34028, 1.23387, 7.01116)
H (2.08072, 1.56514, 5.27996)
H (1.76633, 0.59266, 3.01964)
H (-2.76631, 0.11343, 2.18586)
H (-5.05338, -0.74180, 1.94326)
H (-5.44087, -3.11665, 1.34814)
H (-3.51283, -4.61186, 0.93203)
H (-1.21709, -3.75845, 1.14686)
H (1.40914, -5.06301, 3.19038)
H (3.23605, -6.32906, 2.08995)
H (4.36845, -5.33399, 0.08274)
H (3.62064, -3.10215, -0.69283)
C (-1.19278, 2.55492, 1.56779)
Ge (-1.63320, 2.06496, -0.24317)
C (-1.43308, 3.37445, -1.57950)
C (-0.97194, 4.66365, -1.27721)
C (-0.94668, 5.62758, -2.26896)
C (-1.36633, 5.30532, -3.55932)
C (-1.81473, 4.02240, -3.86532)
C (-1.85576, 3.05388, -2.87690)
C (-2.58000, 0.56645, -0.95641)
C (-1.99503, -0.57272, -1.43117)
C (-2.78731, -1.54050, -2.08598)
C (-4.12421, -1.33043, -2.26611)
C (-4.75751, -0.16503, -1.76394)
C (-6.14961, 0.06149, -1.90107)
C (-6.73929, 1.16671, -1.35789)
C (-5.96450, 2.11760, -0.65275)
C (-4.61707, 1.93802, -0.53583)
C (-3.97599, 0.79669, -1.08191)
H (-1.80079, 3.42536, 1.82972)
H (-0.14118, 2.83221, 1.62425)
H (-1.38200, 1.74458, 2.26575)
H (-0.62785, 4.90653, -0.27652)
H (-0.60555, 6.62996, -2.04120)
H (-1.34193, 6.06301, -4.33352)
H (-2.13777, 3.78453, -4.87110)
H (-2.21255, 2.05694, -3.10517)
H (-0.93039, -0.74588, -1.31816)
H (-2.32022, -2.44684, -2.45474)
H (-4.72168, -2.05973, -2.80533)
H (-6.74401, -0.66501, -2.44686)
H (-7.80795, 1.31871, -1.45282)
H (-6.44518, 2.98350, -0.21065)
H (-4.02528, 2.67930, 0.01085)

Computed properties:
Highest occupied orbital energy, eV: -13.2
Electronic energy, eV: -161894.04096
E_LUMO, eV: -6.6
Net charge: +2



Question: electronic energy of number 1 (C21H35N3O4)?
Answer: -35005.34724 eV